No. 1
DFT (the ωB97M-V functional and the def2-TZVPD basis) results for a 2-piece molecular cluster, C2H5NO overall.

Structure (XYZ):
```
9
Properties=species:S:1:pos:R:3:mulliken_charge:R:1
C 0.001 0.818 -1.001 -0.20
H -0.165 1.166 -2.025 0.29
H 1.064 -1.005 1.083 0.15
H -1.718 0.419 1.234 0.30
N -0.632 -0.242 -0.791 -0.39
O -1.270 -0.316 1.537 -0.42
H -0.927 -1.937 0.391 0.21
C -0.551 -0.959 0.480 -0.18
H 0.879 1.279 -0.327 0.23
```

Output
Relative energy (zero: lowest compared OMol25 entry of this formula, charge and spin): 102.8 kcal per mole
E_tot: -5688.7709 eV

No. 2
DFT (the ωB97M-V functional and the def2-TZVPD basis) results for one molecule with the formula C3H7NO2S2.

Structure (XYZ):
```
15
Properties=species:S:1:pos:R:3:mulliken_charge:R:1
H 0.331 1.446 1.149 0.31
H 1.818 -0.621 -1.895 0.39
O 0.929 -0.298 1.771 -0.30
N 0.097 -0.224 -0.905 -0.29
C 1.356 -0.739 -0.875 -0.64
H -0.599 -0.679 -1.497 0.28
C -0.814 -0.106 0.223 -0.66
H -1.007 0.755 2.300 0.22
S 1.339 -2.682 -0.442 0.37
C -0.194 0.507 1.451 -0.30
S 0.845 -1.929 1.670 0.01
H -1.680 0.599 -0.332 0.31
O 0.153 -3.089 -1.226 -0.53
H 1.970 -0.220 -0.068 0.39
H -1.253 -1.115 0.444 0.45
```

Output
Relative energy (zero: lowest compared OMol25 entry of this formula, charge and spin): 88.0 kcal per mole
E_tot: -30476.7547 eV

No. 3
DFT (the ωB97M-V functional and the def2-TZVPD basis) results for one molecule with the formula C6H13NO2S.

Structure (XYZ):
```
23
Properties=species:S:1:pos:R:3:mulliken_charge:R:1
H 1.852 2.476 0.361 0.30
C -0.157 -0.494 0.498 1.19
H -3.332 -0.570 -1.071 0.39
H -0.444 -2.589 -0.167 0.31
H 1.236 -1.308 -1.051 0.26
H 0.644 0.374 -1.594 0.36
H 0.408 -2.516 1.311 0.44
H 1.101 -0.408 2.178 0.46
C 2.350 1.624 -0.068 -0.86
H 2.426 1.923 -1.182 0.27
H 3.377 1.632 0.349 0.33
C -0.427 -1.983 0.779 -1.75
O -2.610 0.342 1.093 -0.71
N 1.823 0.384 0.315 -0.03
C 0.939 -0.267 -0.663 -0.86
S -1.646 0.490 0.069 1.25
H -2.689 0.657 -2.026 0.41
C 0.859 0.232 1.409 -1.19
C -2.415 -0.153 -1.427 -1.05
H -1.208 -2.171 1.382 0.55
H -1.566 -0.684 -2.046 0.29
O -1.062 1.749 -0.207 -0.64
H 0.542 1.259 1.756 0.28
```

Output
Relative energy (zero: lowest compared OMol25 entry of this formula, charge and spin): 73.9 kcal per mole
SMILES string: CN1CC(C)(S(C)(=O)=O)C1
E_tot: -22850.0892 eV

No. 4
DFT (the ωB97M-V functional and the def2-TZVPD basis) results for a 6-piece molecular cluster, C36H50F15N3O15P3 overall.

Structure (XYZ):
```
122
Properties=species:S:1:pos:R:3:mulliken_charge:R:1
O -0.106 -7.450 -7.328 -0.50
O 3.434 1.169 -4.474 -0.52
H 0.777 -8.037 1.422 0.34
H -0.086 -4.103 -5.781 0.32
C -0.351 -2.631 2.662 0.10
C -1.550 -2.524 3.354 -0.66
O -2.998 4.120 0.641 -0.20
P 1.429 -5.018 -1.585 1.00
C 0.911 -5.751 -4.836 -0.50
C 3.437 -4.293 2.510 -0.55
F -1.183 4.689 -3.237 -0.26
H 4.695 0.536 1.684 0.46
C -0.125 -1.925 1.479 1.52
H -1.035 -0.470 0.145 0.49
C -4.859 4.904 2.004 -1.13
C -3.285 5.454 -4.086 0.08
F 3.322 -1.328 -3.326 -0.27
H 2.914 0.532 1.915 0.31
C -2.574 -1.704 2.887 -0.85
H 0.391 -3.299 3.102 0.05
H 0.913 -2.352 -0.319 -0.03
H -4.944 3.374 0.470 0.37
H -3.704 4.283 -7.037 0.32
O 0.644 -5.336 -7.224 -0.35
H -1.700 -3.110 4.260 0.44
C -4.003 8.536 6.686 -0.21
O -4.076 6.345 -4.000 -0.51
N 4.447 -4.710 3.398 -0.51
O 3.111 2.045 -2.431 -0.23
H 3.306 -3.914 -1.398 0.34
F 1.291 -7.765 -9.656 -0.24
H 1.738 -1.136 0.636 0.28
H -2.063 6.162 -7.246 0.30
F -0.417 4.114 1.295 -0.27
C 5.271 -4.313 5.667 -1.37
H -5.659 9.023 7.973 0.31
C -5.293 9.273 6.976 -1.10
H 1.913 -5.317 -4.878 0.28
H -5.926 5.121 1.996 0.46
N 1.981 -3.161 1.302 1.37
O -5.072 6.938 4.823 -0.50
C -1.014 2.944 1.048 0.99
H 2.201 -5.322 5.033 0.30
C -4.711 6.456 5.857 0.34
C 3.320 1.061 -3.292 0.05
H -4.793 5.314 -6.128 0.33
H -4.313 5.825 2.208 0.32
C 5.669 -1.936 2.949 -1.02
C -2.338 -0.972 1.732 -0.54
C 4.167 -4.471 4.632 0.85
H 1.526 4.664 -3.853 0.40
H 5.516 -3.239 5.682 0.31
C 1.146 -6.529 -9.183 0.90
C -3.118 6.346 -7.037 -1.12
H -3.116 -0.306 1.359 0.45
O 2.967 -7.522 0.316 -0.42
H 5.933 -2.497 3.842 0.12
C -1.140 -1.081 1.044 -0.79
H 1.026 -6.829 -4.950 0.36
C 2.735 -4.374 5.186 -1.06
H 3.777 3.541 -3.738 0.34
O 1.171 -6.357 -2.084 -0.69
H -0.961 -5.619 -5.917 0.32
F -5.585 4.306 5.348 -0.24
C 1.201 -2.083 0.710 -1.94
C 3.794 -0.086 1.680 -0.52
F -3.559 4.394 6.083 -0.27
O -4.166 7.117 6.870 -0.32
H 2.187 -3.517 4.767 0.13
C -4.774 4.958 6.182 0.95
O -3.198 2.189 1.767 -0.53
H 1.533 -3.081 -2.490 0.21
P 2.634 -6.980 1.829 -0.05
C 3.013 3.377 -2.979 -0.37
H 1.402 2.974 -4.361 0.33
H 0.264 -5.872 0.328 0.58
H -6.073 8.993 6.268 0.31
N 2.626 -5.184 1.800 0.98
C 0.036 -5.176 -5.928 -0.40
H 0.484 -5.555 -3.861 -0.04
C 0.487 -6.526 -7.798 0.35
H -3.232 8.847 7.388 0.32
H -3.170 7.224 -6.392 0.32
H 4.915 -4.555 6.676 0.42
F 0.405 -5.844 -10.067 -0.25
H -5.140 10.350 6.915 0.37
F 2.361 -5.965 -9.160 -0.25
H 5.883 -2.521 2.039 0.34
O -3.009 4.765 -5.187 -0.31
C -2.538 3.025 1.219 0.22
H 0.873 3.435 -2.754 0.11
H 6.146 -4.902 5.370 0.36
O 3.055 -4.850 -1.463 -0.55
P 3.849 -1.498 2.885 0.04
F -2.459 5.742 -1.871 -0.24
F -2.959 3.740 -2.468 -0.27
H 6.263 -1.016 2.846 0.43
H 3.887 -7.247 0.158 0.34
F -0.469 2.041 1.866 -0.22
H -3.634 8.752 5.683 0.31
O 1.048 -7.334 2.038 -0.45
H -4.665 4.999 -0.130 0.34
C -4.427 4.311 0.680 -0.32
C 3.436 -0.262 -2.526 1.16
O 0.925 -3.835 -2.576 -0.42
C 1.623 3.631 -3.519 -0.83
C 1.759 -4.452 1.078 -0.05
F -5.216 4.733 7.425 -0.25
H 3.225 4.059 -2.157 0.34
F -0.688 2.590 -0.210 -0.25
H -0.153 -4.161 0.061 0.29
C -2.466 4.911 -2.909 1.18
H -3.629 6.573 -7.972 0.39
H -4.652 4.219 2.827 0.22
C -3.744 5.141 -6.369 -0.21
H 3.637 -0.450 0.652 -0.20
C 0.673 -4.879 0.131 -0.93
H -3.508 -1.676 3.446 0.42
H 2.772 -4.191 6.269 0.49
F 4.614 -0.370 -1.899 -0.27
C 3.059 -3.014 2.187 0.78
F 2.479 -0.385 -1.581 -0.19
```

Output
E_tot: -141953.7307 eV
Total charge: +1

No. 5
DFT (the ωB97M-V functional and the def2-TZVPD basis) results for C3H11HfN2 as an isolated structure.

Structure (XYZ):
```
17
Properties=species:S:1:pos:R:3:mulliken_charge:R:1
H 0.766 3.355 0.088 0.37
C -0.590 -2.085 1.059 0.44
C -1.215 -3.334 1.496 -0.82
C 1.391 2.681 -0.532 -1.24
H -0.945 1.813 -1.804 0.33
H -2.176 -3.475 0.962 0.30
H -0.538 -4.184 1.271 0.30
H -1.401 -3.291 2.589 0.30
Hf 0.861 0.792 0.061 1.14
H 1.167 2.840 -1.602 0.28
N -0.950 0.918 -1.294 -0.80
H 2.453 2.902 -0.350 0.37
N -0.095 -1.098 0.715 -0.36
H 2.087 0.807 1.022 -0.20
H 2.007 0.313 -0.827 -0.08
H -1.871 0.861 -0.837 0.32
H -0.949 0.186 -2.017 0.33
```

Output
Relative energy (zero: lowest compared OMol25 entry of this formula, charge and spin): 21.3 kcal per mole
E_tot: -7565.4960 eV
Total charge: +1

No. 6
DFT (the ωB97M-V functional and the def2-TZVPD basis) results for an isolated ion of composition C5H12N3O2S and charge +1.

Structure (XYZ):
```
23
Properties=species:S:1:pos:R:3:mulliken_charge:R:1
O 1.234 0.771 0.924 -0.33
C -0.593 -2.092 0.563 -0.35
C 2.019 0.372 -0.219 0.00
N -2.490 0.289 -1.164 -0.31
C 0.211 -0.010 1.352 -0.07
H -1.442 -2.117 1.254 0.37
H 2.777 2.361 0.067 0.32
C 3.078 1.439 -0.430 -1.15
H -0.333 -1.456 -1.392 0.32
H 0.077 0.195 2.415 0.46
H 3.211 1.647 -1.491 0.34
O 0.473 -1.365 1.111 -0.37
N -1.059 -1.477 -0.678 -0.31
H 4.040 1.134 -0.024 0.30
N -1.077 0.422 0.683 -0.22
H -4.141 1.542 -0.225 0.19
H -0.258 -3.106 0.372 0.31
H -2.832 -0.329 -1.891 0.30
H 2.446 -0.609 -0.017 0.31
C -1.542 -0.215 -0.384 0.53
H 1.368 0.288 -1.100 0.10
H -1.751 0.890 1.275 0.30
S -3.138 1.871 -1.057 -0.06
```

Output
Relative energy (zero: lowest compared OMol25 entry of this formula, charge and spin): 0.0 kcal per mole
SMILES string: CCO[C@H]1NC(NS)=[NH+]CO1
E_tot: -24772.9725 eV
Total charge: +1

The highest E_tot belongs to which entry?
C2H5NO

Copy entry 1 word for word.
DFT (the ωB97M-V functional and the def2-TZVPD basis) results for a 2-piece molecular cluster, C2H5NO overall.

Structure (XYZ):
```
9
Properties=species:S:1:pos:R:3:mulliken_charge:R:1
C 0.001 0.818 -1.001 -0.20
H -0.165 1.166 -2.025 0.29
H 1.064 -1.005 1.083 0.15
H -1.718 0.419 1.234 0.30
N -0.632 -0.242 -0.791 -0.39
O -1.270 -0.316 1.537 -0.42
H -0.927 -1.937 0.391 0.21
C -0.551 -0.959 0.480 -0.18
H 0.879 1.279 -0.327 0.23
```

Output
Relative energy (zero: lowest compared OMol25 entry of this formula, charge and spin): 102.8 kcal per mole
E_tot: -5688.7709 eV

The highest E_tot belongs to which entry?
C2H5NO

Copy entry 1 word for word.
DFT (the ωB97M-V functional and the def2-TZVPD basis) results for a 2-piece molecular cluster, C2H5NO overall.

Structure (XYZ):
```
9
Properties=species:S:1:pos:R:3:mulliken_charge:R:1
C 0.001 0.818 -1.001 -0.20
H -0.165 1.166 -2.025 0.29
H 1.064 -1.005 1.083 0.15
H -1.718 0.419 1.234 0.30
N -0.632 -0.242 -0.791 -0.39
O -1.270 -0.316 1.537 -0.42
H -0.927 -1.937 0.391 0.21
C -0.551 -0.959 0.480 -0.18
H 0.879 1.279 -0.327 0.23
```

Output
Relative energy (zero: lowest compared OMol25 entry of this formula, charge and spin): 102.8 kcal per mole
E_tot: -5688.7709 eV